{"formula": "C48H100N8O4", "method": "ωB97M-V/def2-TZVPD", "symbols": ["C", "C", "N", "C", "C", "N", "C", "C", "H", "H", "H", "H", "H", "H", "H", "H", "H", "H", "H", "C", "C", "N", "C", "C", "N", "C", "C", "H", "H", "H", "H", "H", "H", "H", "H", "H", "H", "H", "C", "C", "C", "N", "C", "C", "C", "C", "C", "H", "H", "H", "H", "H", "H", "H", "H", "H", "H", "H", "H", "H", "H", "H", "H", "H", "H", "C", "C", "C", "N", "C", "C", "C", "C", "C", "H", "H", "H", "H", "H", "H", "H", "H", "H", "H", "H", "H", "H", "H", "H", "H", "H", "H", "C", "C", "C", "N", "C", "C", "C", "C", "C", "H", "H", "H", "H", "H", "H", "H", "H", "H", "H", "H", "H", "H", "H", "H", "H", "H", "H", "C", "C", "C", "N", "C", "C", "C", "C", "C", "H", "H", "H", "H", "H", "H", "H", "H", "H", "H", "H", "H", "H", "H", "H", "H", "H", "H", "C", "C", "O", "O", "H", "H", "H", "C", "C", "O", "O", "H", "H", "H"], "positions_angstrom": [[-12.128, 12.253, -20.595], [-11.254, 11.039, -20.586], [-11.484, 10.361, -21.892], [-12.474, 9.432, -22.119], [-12.319, 9.002, -23.380], [-11.244, 9.669, -23.898], [-10.779, 10.496, -22.979], [-10.748, 9.597, -25.283], [-12.005, 12.857, -19.692], [-13.190, 12.005, -20.576], [-11.942, 12.882, -21.466], [-11.497, 10.336, -19.788], [-10.177, 11.214, -20.602], [-13.188, 9.243, -21.329], [-12.888, 8.323, -23.990], [-9.905, 11.117, -23.093], [-10.191, 10.498, -25.525], [-11.559, 9.453, -25.985], [-10.033, 8.775, -25.343], [-9.309, 4.382, -22.502], [-10.142, 5.598, -22.862], [-10.732, 6.226, -21.661], [-10.104, 7.165, -20.867], [-10.940, 7.436, -19.838], [-12.044, 6.634, -20.008], [-11.896, 5.932, -21.114], [-13.107, 6.546, -19.016], [-8.746, 4.491, -21.578], [-8.626, 4.110, -23.304], [-9.975, 3.523, -22.384], [-10.912, 5.352, -23.589], [-9.517, 6.365, -23.325], [-9.147, 7.589, -21.114], [-10.924, 8.166, -19.040], [-12.597, 5.229, -21.533], [-13.692, 5.630, -19.016], [-13.822, 7.354, -19.199], [-12.664, 6.694, -18.036], [-13.579, 15.516, -16.264], [-13.265, 15.175, -14.806], [-14.533, 15.190, -13.983], [-14.373, 15.003, -12.492], [-13.446, 16.044, -11.967], [-13.828, 13.649, -12.125], [-15.028, 12.722, -11.934], [-16.115, 13.644, -11.390], [-15.735, 15.077, -11.812], [-14.109, 14.689, -16.747], [-12.659, 15.665, -16.825], [-14.226, 16.386, -16.352], [-12.554, 15.919, -14.441], [-12.725, 14.223, -14.778], [-15.224, 14.435, -14.363], [-15.026, 16.161, -14.024], [-13.412, 15.939, -10.886], [-13.820, 17.025, -12.244], [-12.461, 15.850, -12.371], [-13.359, 13.823, -11.156], [-13.086, 13.282, -12.826], [-14.734, 12.012, -11.162], [-15.251, 12.226, -12.876], [-16.264, 13.617, -10.314], [-17.083, 13.388, -11.821], [-15.621, 15.774, -10.987], [-16.416, 15.505, -12.543], [-13.986, 3.472, -14.609], [-13.755, 4.893, -15.103], [-14.053, 5.871, -14.009], [-13.666, 7.309, -14.317], [-14.560, 7.853, -15.363], [-13.747, 8.109, -13.053], [-12.977, 9.374, -13.363], [-11.726, 8.800, -14.028], [-12.197, 7.482, -14.697], [-13.187, 3.086, -13.980], [-14.089, 2.812, -15.472], [-14.926, 3.346, -14.068], [-14.418, 5.085, -15.951], [-12.729, 5.001, -15.457], [-13.521, 5.643, -13.082], [-15.101, 5.916, -13.711], [-14.216, 7.492, -16.327], [-14.538, 8.936, -15.354], [-15.568, 7.498, -15.166], [-14.766, 8.267, -12.704], [-13.199, 7.564, -12.284], [-13.516, 9.979, -14.095], [-12.754, 9.981, -12.491], [-11.230, 9.469, -14.727], [-10.980, 8.489, -13.293], [-12.142, 7.513, -15.782], [-11.691, 6.622, -14.271], [-16.872, 6.242, -19.013], [-16.601, 7.717, -19.341], [-17.938, 8.361, -19.691], [-17.992, 9.823, -20.076], [-17.801, 10.728, -18.886], [-19.327, 10.116, -20.711], [-19.156, 11.462, -21.382], [-17.722, 11.398, -21.909], [-17.056, 10.220, -21.167], [-15.961, 5.651, -18.926], [-17.496, 5.808, -19.796], [-17.384, 6.130, -18.057], [-15.913, 7.776, -20.184], [-16.101, 8.131, -18.464], [-18.712, 8.226, -18.939], [-18.261, 7.865, -20.610], [-18.698, 10.665, -18.276], [-17.555, 11.740, -19.201], [-16.972, 10.305, -18.319], [-20.133, 10.003, -19.990], [-19.451, 9.343, -21.475], [-19.264, 12.263, -20.647], [-19.910, 11.583, -22.151], [-17.163, 12.298, -21.691], [-17.723, 11.250, -22.986], [-16.058, 10.428, -20.787], [-16.991, 9.354, -21.834], [-8.393, 9.361, -16.962], [-8.921, 10.676, -17.503], [-8.270, 11.876, -16.883], [-8.804, 13.198, -17.368], [-10.248, 13.340, -16.968], [-8.713, 13.272, -18.890], [-7.887, 14.527, -19.172], [-7.034, 14.696, -17.933], [-7.996, 14.339, -16.833], [-7.369, 9.178, -17.295], [-8.972, 8.517, -17.332], [-8.400, 9.382, -15.872], [-10.003, 10.693, -17.319], [-8.912, 10.679, -18.596], [-7.197, 11.887, -17.095], [-8.363, 11.868, -15.796], [-10.882, 12.580, -17.412], [-10.528, 14.345, -17.269], [-10.235, 13.233, -15.885], [-9.707, 13.494, -19.267], [-8.271, 12.380, -19.304], [-8.574, 15.374, -19.220], [-7.313, 14.480, -20.094], [-6.575, 15.677, -17.827], [-6.171, 14.022, -17.887], [-8.642, 15.164, -16.541], [-7.490, 13.993, -15.932], [-14.065, 11.346, -17.102], [-13.487, 10.143, -17.831], [-14.134, 9.755, -18.835], [-12.330, 9.798, -17.420], [-13.343, 11.913, -16.500], [-14.840, 11.054, -16.380], [-14.482, 12.027, -17.809], [-15.464, 13.378, -19.835], [-16.683, 14.260, -20.146], [-16.557, 15.028, -21.112], [-17.680, 14.000, -19.418], [-14.523, 13.906, -20.024], [-15.454, 12.560, -20.559], [-15.547, 13.046, -18.822]], "forces_ev_per_a": [[-0.3, 0.9, 0.7], [0.0, -0.4, -1.1], [-0.5, -0.7, 1.4], [-0.3, 0.4, 1.1], [-0.3, -0.4, -0.7], [0.0, 0.4, -1.1], [1.0, 0.2, -0.4], [0.7, -0.4, 0.2], [0.2, 0.0, -0.1], [0.0, -0.3, -0.1], [0.0, 0.0, 0.1], [-0.1, 0.0, 0.0], [-0.1, 0.4, 0.3], [-0.1, -0.2, -0.1], [-0.1, 0.0, 0.1], [-0.1, 0.1, -0.1], [-0.2, 0.2, 0.0], [-0.1, 0.0, 0.0], [-0.2, -0.1, -0.2], [-0.5, -0.7, 0.0], [0.8, 0.3, -0.1], [0.4, 0.2, -0.3], [-0.1, 0.1, -0.2], [-0.1, 0.1, 0.1], [-0.1, -0.1, 0.6], [-0.3, -0.5, -0.4], [-1.0, 0.7, 0.1], [0.1, 0.2, 0.0], [0.0, 0.2, 0.0], [0.1, 0.0, 0.1], [-0.3, 0.0, 0.2], [-0.1, 0.0, 0.1], [0.1, -0.1, 0.0], [0.1, -0.1, 0.1], [0.0, -0.1, 0.2], [0.5, -0.4, -0.4], [0.2, 0.2, 0.2], [0.1, 0.0, 0.0], [-0.3, -0.6, -0.1], [0.6, 0.5, -0.2], [-0.2, 0.0, 0.1], [0.4, -0.5, -0.3], [-0.2, -0.1, 0.2], [-0.3, -0.1, 0.7], [0.9, 0.5, 0.5], [-0.8, 0.5, -0.5], [0.1, 0.0, -0.3], [0.0, 0.1, 0.0], [0.0, 0.2, 0.0], [0.2, 0.2, -0.1], [-0.1, 0.1, 0.1], [-0.3, -0.1, 0.2], [-0.1, 0.0, 0.2], [0.0, 0.0, -0.5], [0.0, 0.1, 0.0], [0.1, 0.1, 0.0], [0.1, 0.2, 0.0], [0.2, -0.2, -0.1], [0.0, 0.3, -0.2], [-0.2, -0.4, -0.3], [-0.4, -0.1, 0.1], [0.3, -0.3, 0.1], [0.0, 0.0, 0.0], [-0.2, -0.1, 0.1], [-0.1, 0.0, 0.1], [-0.4, -0.6, -0.4], [-0.3, -0.1, -0.2], [0.4, 0.6, 0.8], [0.2, -0.1, 0.5], [-0.2, 0.0, -0.2], [-0.1, 0.7, 0.6], [0.3, 0.0, -0.5], [0.4, -0.7, 0.0], [-0.3, 0.3, 0.0], [0.1, 0.1, 0.0], [0.2, -0.1, 0.1], [0.0, 0.3, 0.1], [0.0, 0.0, 0.0], [0.0, 0.0, 0.0], [0.2, -0.2, -0.2], [-0.1, -0.1, -0.3], [-0.1, 0.0, -0.1], [0.1, 0.0, -0.1], [-0.1, 0.1, 0.0], [-0.1, -0.2, -0.3], [-0.1, -0.2, 0.0], [0.0, 0.2, 0.2], [-0.1, -0.1, 0.1], [-0.2, 0.0, -0.2], [-0.1, 0.3, 0.2], [0.2, -0.1, 0.0], [0.2, 0.0, -0.2], [-0.2, 0.1, -0.2], [0.0, -0.3, 0.7], [0.1, 0.3, -0.9], [0.0, 0.3, 0.6], [0.4, -0.9, 0.2], [-0.3, -0.5, -0.5], [-0.1, 0.1, 0.7], [0.3, 0.0, 0.2], [0.2, -0.5, -1.0], [0.1, 0.1, -0.2], [0.0, -0.3, 0.1], [-0.2, 0.1, -0.1], [0.0, 0.2, 0.0], [0.0, 0.5, -0.2], [0.1, -0.1, 0.2], [-0.2, -0.1, 0.2], [-0.1, 0.3, -0.1], [-0.3, 0.3, 0.0], [0.2, 0.1, 0.0], [0.1, 0.2, 0.2], [-0.1, 0.0, 0.1], [0.0, 0.1, -0.2], [0.0, 0.1, -0.1], [-0.2, 0.4, -0.1], [0.2, -0.1, 0.0], [-0.1, 0.0, 0.3], [0.0, 0.0, 0.1], [0.6, 0.1, -0.2], [-1.6, -0.4, -0.3], [0.9, 0.2, -0.1], [-1.1, -0.9, -0.8], [0.8, 0.2, 0.5], [0.1, 1.5, -0.2], [0.1, 0.2, 0.1], [0.8, -0.1, 0.1], [0.7, 0.2, 1.0], [0.1, 0.1, 0.2], [-0.2, 0.0, 0.2], [0.0, -0.2, 0.0], [0.0, 0.0, 0.3], [0.6, 0.0, 0.0], [0.0, 0.0, 0.0], [-0.2, 0.0, 0.0], [0.1, -0.1, -0.1], [-0.3, 0.0, 0.1], [-0.4, 0.2, 0.0], [-0.2, -0.7, -0.1], [0.0, -0.2, 0.1], [0.1, 0.1, -0.2], [-0.1, -0.1, -0.1], [-0.4, 0.2, 0.1], [-0.2, -0.2, -0.3], [-0.2, 0.0, -0.2], [-0.1, 0.0, 0.0], [-0.1, 0.0, 1.2], [0.8, 1.3, -0.2], [0.7, -0.7, 0.4], [-0.4, -0.9, -0.6], [0.3, -0.4, -0.2], [-0.2, 0.0, -0.3], [-0.5, 0.3, -0.4], [0.7, 0.4, -0.7], [-0.3, 0.1, -0.5], [-0.2, -0.2, 0.4], [0.0, -0.2, -0.1], [-0.1, 0.2, 0.2], [-0.1, -0.3, 0.2], [0.1, -0.4, 0.5]], "lowdin_charge": [-0.048, -0.148, -0.035, -0.008, -0.006, -0.072, -0.032, 0.049, 0.073, 0.066, 0.103, 0.093, 0.109, 0.132, 0.147, 0.181, 0.109, 0.111, 0.102, -0.047, -0.158, -0.040, 0.000, -0.015, -0.058, -0.014, 0.023, 0.087, 0.096, 0.090, 0.132, 0.121, 0.143, 0.115, 0.183, 0.098, 0.068, 0.084, -0.069, -0.238, -0.119, -0.279, 0.023, -0.106, -0.142, -0.114, -0.054, 0.074, 0.067, 0.096, 0.108, 0.093, 0.152, 0.145, 0.119, 0.129, 0.103, 0.139, 0.122, 0.121, 0.108, 0.128, 0.125, 0.137, 0.136, -0.074, -0.238, -0.130, -0.261, 0.031, -0.102, -0.146, -0.121, -0.065, 0.091, 0.087, 0.092, 0.108, 0.111, 0.144, 0.147, 0.090, 0.085, 0.122, 0.152, 0.148, 0.095, 0.124, 0.102, 0.124, 0.106, 0.135, -0.085, -0.240, -0.118, -0.267, 0.055, -0.105, -0.115, -0.105, -0.106, 0.049, 0.088, 0.085, 0.098, 0.082, 0.148, 0.133, 0.118, 0.077, 0.088, 0.145, 0.139, 0.117, 0.132, 0.087, 0.125, 0.108, 0.131, -0.068, -0.252, -0.120, -0.251, 0.027, -0.086, -0.124, -0.138, -0.106, 0.090, 0.065, 0.084, 0.083, 0.091, 0.153, 0.144, 0.086, 0.107, 0.115, 0.113, 0.119, 0.131, 0.133, 0.140, 0.130, 0.142, 0.143, -0.023, -0.737, -0.064, -0.106, 0.058, 0.073, 0.025, -0.059, -0.792, -0.030, -0.089, 0.066, 0.043, 0.027], "charge": 4, "max_force_ha_per_bohr": 0.0327, "e_tot_ha": -2626.64581, "homo_lumo_gap_ev": 5.53, "lumo_energy_ev": -7.9, "homo_energy_ev": -13.396, "multiplicity": 1}